The following is a quantum chemistry calculation of a cluster of 12 separate species, C6H37NO11 in total at a distorted geometry, from OMol25.

Summary:
Energy relative to the best compared isomer or geometry (same formula, charge and spin), kcal/mol: 150.1
Highest occupied orbital energy, eV: -8.94
Orbital gap, eV: 9.0
SMILES: CCCNC(C)C.O.O.O.O.O.O.O.O.O.O.O
Calculated total energy, hartree: -1133.024249

Each line ends with the natural charge from an NBO analysis.
Positions of all 55 atoms, in Å:
O1 -0.66969 4.83503 -0.28537  -0.9377
O2 2.76555 -2.09415 -0.11986  -0.9712
O3 1.00423 -4.58033 -1.33303  -0.9374
O4 1.24465 -2.75996 -3.26826  -0.9604
O5 -4.22969 2.21141 0.26590  -0.9535
O6 -2.66986 4.15173 1.56840  -0.9703
O7 -1.53583 -2.31112 -4.09313  -0.9683
O8 -0.14969 -2.73716 4.55659  -0.9113
O9 -2.93395 0.66462 -3.53649  -0.9695
O10 1.49552 0.07865 4.97821  -0.9287
O11 3.64233 -1.11685 2.72770  -0.9472
N1 0.38354 0.17519 0.60486  -0.6706
C1 -1.70030 -0.20012 -0.89824  -0.6702
C2 1.88680 1.95501 -0.50007  -0.4152
C3 2.25132 3.40381 -0.07975  -0.6158
C4 0.40149 1.55632 0.30319  -0.2124
C5 -0.24393 -0.69868 -0.52159  -0.0502
C6 -0.36761 -2.21062 -0.03290  -0.6460
H1 -1.86353 -2.95997 -3.41579  0.4843
H2 2.68861 -2.35022 -1.01629  0.4820
H3 -2.07195 -1.51532 -3.92077  0.4893
H4 0.23085 2.21079 1.23177  0.2000
H5 1.58346 4.16206 -0.42445  0.1643
H6 -1.65395 -0.12971 -2.07087  0.2400
H7 -2.52829 -0.92696 -0.72231  0.2085
H8 -0.22116 5.44492 -0.83487  0.4737
H9 0.63163 -2.14230 -3.78890  0.5076
H10 3.33455 3.49668 -0.46808  0.2278
H11 -0.00566 4.13422 -0.48792  0.4717
H12 1.94458 -2.60726 -3.82113  0.4589
H13 0.58966 -2.80588 -0.28411  0.2236
H14 0.78441 0.76953 4.92822  0.4566
H15 -0.46642 -2.07244 4.09042  0.4488
H16 -1.15221 -2.78943 -0.55736  0.2239
H17 -0.28692 1.94006 -0.45896  0.1707
H18 0.69242 -2.89155 4.18274  0.4640
H19 3.16276 -1.35492 1.97909  0.4761
H20 -2.05596 4.46818 0.89080  0.4901
H21 -2.71390 1.00296 -4.31370  0.4740
H22 -4.90924 1.87601 0.83692  0.4691
H23 1.37490 -4.26146 -2.16843  0.4820
H24 -4.39557 3.17389 0.42741  0.4875
H25 -3.65057 1.07030 -3.00613  0.5076
H26 2.11292 3.37507 1.05513  0.2160
H27 -0.10103 -0.03163 1.47967  0.3595
H28 -2.66600 3.20776 1.31930  0.4690
H29 0.40934 -0.50793 -1.40917  0.1938
H30 -0.61297 -2.29593 1.04042  0.2065
H31 1.87312 0.22058 4.11188  0.4727
H32 1.97957 -1.72788 0.25725  0.4939
H33 4.12802 -1.82503 3.04520  0.4709
H34 -1.86934 0.74007 -0.32021  0.2183
H35 2.75486 1.34519 -0.61671  0.2230
H36 1.51246 1.89091 -1.55838  0.1749
H37 1.67660 -4.12906 -0.75490  0.4549